No. 1
The following is a DFT calculation (ωB97M-V/def2-TZVPD) of a structure of composition C28H44BrN3P2Ti.

Geometry as XYZ:
```
79
C28H44BrN3P2Ti (ωB97M-V/def2-TZVPD)
C 2.63261 4.22779 -0.56332
C 1.58547 3.51050 -1.19758
C 1.46247 3.48021 -2.60896
C 2.45897 4.11663 -3.33790
N 3.44705 4.76670 -2.71611
C 3.56560 4.85202 -1.38360
C 0.64575 2.94683 -0.30016
C -0.26129 2.62488 0.46640
C -1.52816 2.50263 1.11334
C -1.81698 1.52312 2.13883
C -2.96631 0.68957 1.92953
C -3.72292 1.08698 0.76534
C -3.77009 2.45570 0.44287
C -2.62142 3.20822 0.53146
Ti -1.53985 -0.29928 0.95358
P 1.33951 -0.42025 0.04834
H 0.65952 2.91575 -3.07358
H 2.71352 4.22663 0.53067
H 2.42036 4.07962 -4.45261
H 4.40803 5.41042 -0.87943
H -2.56809 4.23461 0.15481
H -1.46906 1.68116 3.15333
H -4.67056 2.95907 0.05947
H -3.19036 -0.23512 2.49423
C 2.00187 -2.15125 0.30304
C 3.22088 -2.68102 -0.45479
H 1.10380 -2.75605 0.13840
H 2.20015 -2.19239 1.37915
H 3.43609 -3.73680 -0.21627
H 3.13129 -2.62191 -1.54696
H 4.12368 -2.12476 -0.17766
C 1.81662 -0.10609 -1.73402
C 3.18340 0.44650 -2.13975
H 0.98123 0.54620 -2.02771
H 1.66866 -1.05491 -2.26082
H 3.24316 0.63384 -3.22609
H 3.45037 1.39471 -1.65546
H 3.97346 -0.27845 -1.90666
C 2.59965 0.58798 0.97314
C 4.07384 0.17282 1.05295
H 2.11358 0.59820 1.95690
H 2.54336 1.60701 0.57391
H 4.67166 0.82592 1.71003
H 4.22866 -0.84428 1.42535
H 4.51948 0.24097 0.05643
Br -5.17079 -0.11729 0.24139
P -1.76525 -1.63649 -1.11089
C -0.66830 -2.53752 -2.20914
C -1.22776 -3.83745 -2.78699
H 0.24837 -2.77578 -1.64453
H -0.35118 -1.86646 -3.02428
H -0.41974 -4.30641 -3.37312
H -1.53642 -4.52088 -1.97866
H -2.09427 -3.66787 -3.44946
C -2.84179 -2.83527 -0.19731
C -4.14115 -3.21945 -0.92573
H -3.11121 -2.39343 0.78370
H -2.24668 -3.73806 0.02880
H -4.70778 -3.91415 -0.28841
H -4.76340 -2.33071 -1.09410
H -3.95575 -3.71248 -1.89111
C -2.77968 -0.49584 -2.13523
C -3.22057 -1.03116 -3.49485
H -2.19380 0.43318 -2.25131
H -3.66892 -0.22347 -1.53666
H -3.81935 -0.26082 -3.99655
H -2.35892 -1.27734 -4.12364
H -3.84503 -1.92347 -3.38192
C 0.73468 1.11561 5.66325
N 0.26795 -0.06063 4.85215
C -0.43825 -1.10241 5.61776
C 0.16979 -0.20825 3.56413
N -0.28813 -0.62866 2.54006
H 0.59188 0.85204 6.73002
H 0.12131 2.00313 5.42657
H 1.80556 1.26380 5.45453
H -1.52142 -1.09043 5.46455
H -0.04186 -2.08541 5.36779
H -0.26083 -0.92077 6.66714
```

<S²> ... 2.0573
Charge ... +2
Orbital gap (alpha / beta) ... 0.224 / 0.235 Eh
Multiplicity ... 3
Energy relative to the best compared isomer or geometry (same formula, charge and spin) ... 4.785 eV

***

No. 2
The following is a DFT calculation (ωB97M-V/def2-TZVPD) of a structure of composition C4H7NO.

Geometry as XYZ:
```
13
C4H7NO (ωB97M-V/def2-TZVPD)
C 0.70102 1.78141 -0.50717
C -0.02663 0.03685 -0.09669
C -1.02551 -0.01903 1.01787
C 0.45543 -1.26158 -0.58979
N 1.05961 0.96238 0.39035
O -0.28259 1.05077 -1.10813
H 1.07834 2.72929 -0.81609
H -0.81602 0.85734 1.70833
H -0.79808 -1.00647 1.50832
H -2.09902 -0.11302 0.67897
H 1.46679 -1.14498 -1.18671
H -0.25530 -1.84579 -1.28254
H 0.54195 -2.02716 0.28329
```

Orbital gap ... 0.405 Eh
Energy relative to the best compared isomer or geometry (same formula, charge and spin) ... 2.528 eV

***

No. 3
The following is a DFT calculation (ωB97M-V/def2-TZVPD) of the ion CH7N6 with charge +1.

Geometry as XYZ:
```
14
CH7N6 (ωB97M-V/def2-TZVPD)
C 0.53289 -0.68778 -0.16273
N -3.12209 0.05940 0.23437
N -1.85245 -0.94309 -0.07559
N -2.98465 1.21622 0.23841
N -0.68981 -0.33916 -0.30387
N 1.60644 0.07471 -0.13840
N 1.58919 1.45100 -0.09509
H 0.65432 -1.82253 -0.29372
H -3.97635 -0.60191 0.40926
H -1.88968 -1.87239 0.23108
H 2.63165 -0.21824 -0.35456
H -1.02687 0.63589 -0.34067
H 1.02359 1.93653 0.61898
H 2.56956 1.70496 -0.11451
```

Charge ... +1
Orbital gap ... 0.335 Eh
Energy relative to the best compared isomer or geometry (same formula, charge and spin) ... 5.878 eV

***

Record order is preserved below.
Max |F|: 0.0806, 0.0714, 0.0827 Eh/bohr